1.
Entry from OMol25: a 3-piece molecular cluster, C10H24BFINO6 overall (ωB97M-V with the def2-TZVPD basis set).

Total energy in Eh: -1323.946004
F_max in eV/A: 5.34
Charge: 0
SMILES string: O=C(OF)N(CCCI)B(O)O.CC(C)O.CC(C)O
Gap between HOMO and LUMO in Eh: 0.346

Last column: Löwdin charge in e.
Cartesian coordinates (Å):
O 2.170 -4.529 2.295  0.051
C 1.204 -3.966 1.712  -0.364
O 0.103 -3.596 2.590  0.031
F 0.534 -3.578 3.881  -0.009
N 1.072 -3.751 0.285  0.065
C 1.556 -2.420 -0.205  -0.192
C 1.386 -1.182 0.775  -0.238
C 2.693 -0.629 1.513  -0.645
I 4.388 -1.948 1.705  0.815
B 1.805 -4.846 -0.492  -0.569
O 3.223 -5.076 -0.444  0.099
O 0.986 -5.686 -1.314  0.138
H 0.910 -2.185 -1.139  0.127
H 2.621 -2.548 -0.643  0.096
H 0.989 -0.296 0.125  0.101
H 0.571 -1.312 1.584  0.121
H 2.379 -0.320 2.580  0.056
H 3.015 0.361 1.014  0.056
H 3.621 -4.526 -1.165  0.115
H 0.153 -5.185 -1.462  0.110
C -1.090 -0.026 -3.866  -0.064
C -1.162 0.499 -2.440  -0.484
C -1.491 1.983 -2.411  -0.059
O 0.089 0.278 -1.790  -0.080
H -0.304 0.486 -4.431  0.082
H -0.842 -1.091 -3.871  0.076
H -2.041 0.114 -4.386  0.081
H -1.921 -0.057 -1.882  0.142
H -0.719 2.564 -2.926  0.087
H -1.528 2.348 -1.381  0.049
H -2.454 2.183 -2.888  0.084
H 0.767 0.765 -2.277  0.099
C -3.162 3.632 1.667  -0.063
C -1.654 3.435 1.652  -0.493
C -0.952 4.464 2.524  -0.064
O -1.175 3.542 0.312  -0.079
H -3.430 4.618 1.275  0.082
H -3.652 2.893 1.028  0.080
H -3.562 3.538 2.680  0.081
H -1.411 2.428 2.004  0.140
H -1.145 5.479 2.162  0.082
H 0.131 4.318 2.495  0.080
H -1.286 4.395 3.562  0.081
H -1.384 4.429 -0.009  0.096

---

2.
Entry from OMol25: a 5-piece molecular cluster, C39H89NO15P3S2 overall (ωB97M-V with the def2-TZVPD basis set).

Total energy in Eh: -4542.469899
F_max in eV/A: 8.48
Charge: -1
Gap between HOMO and LUMO in Eh: 0.218

Last column: Löwdin charge in e.
Cartesian coordinates (Å):
C 4.427 -0.917 -2.065  -0.143
C 5.734 -0.331 -1.272  -0.247
C 6.637 -1.442 -0.480  -0.218
C 6.047 -2.965 -0.472  -0.222
C 4.897 -3.282 0.644  -0.216
C 4.368 -2.000 1.511  -0.207
C 5.333 -1.624 2.818  -0.209
C 4.452 -1.170 4.151  -0.217
C 3.176 -0.182 3.781  -0.218
C 3.619 1.157 2.930  -0.227
C 2.418 2.255 2.731  -0.274
C 1.109 1.652 1.882  -0.342
P 0.088 3.113 1.164  0.444
O -0.300 2.322 -0.378  -0.386
C -1.783 2.515 -0.505  -0.544
P -2.643 2.077 -2.144  0.879
C -4.477 1.603 -1.945  -0.344
C -1.655 0.858 -3.225  -0.357
C -2.420 2.072 0.936  -0.820
S -2.399 0.287 1.491  0.860
C -2.635 -0.917 0.081  -0.360
C -4.232 -1.309 -0.214  -0.279
O -4.474 -1.717 -1.491  -0.072
O -5.318 -1.186 0.770  -0.121
C -6.032 -2.460 0.978  -0.112
C -5.534 -3.060 2.419  -0.266
C -5.543 -4.733 2.417  -0.059
O -6.172 -2.473 3.603  -0.063
C -7.631 -2.616 3.603  -0.303
O -8.335 -3.747 3.666  -0.051
C -8.529 -1.205 3.583  -0.414
S -10.373 -1.582 3.318  0.613
P -4.062 2.938 1.530  0.930
N -4.729 3.991 0.247  -0.220
O -5.198 1.635 1.892  -0.422
O -1.457 2.688 1.910  -0.482
H 4.080 -0.056 -2.816  0.090
H 4.626 -1.859 -2.731  0.051
H 3.503 -1.051 -1.323  0.098
H 6.398 0.359 -1.982  0.110
H 5.313 0.415 -0.441  0.103
H 6.888 -1.020 0.585  0.094
H 7.683 -1.492 -1.055  0.105
H 5.665 -3.353 -1.530  0.099
H 6.969 -3.678 -0.212  0.107
H 5.239 -4.138 1.390  0.110
H 3.952 -3.725 0.071  0.104
H 4.118 -1.038 0.885  0.086
H 3.330 -2.335 1.999  0.114
H 5.959 -0.652 2.520  0.094
H 6.134 -2.455 3.051  0.108
H 5.128 -0.536 4.904  0.102
H 4.122 -2.146 4.718  0.101
H 2.354 -0.738 3.117  0.098
H 2.601 0.102 4.788  0.117
H 4.473 1.680 3.572  0.100
H 4.063 0.934 1.868  0.089
H 2.875 3.135 2.068  0.097
H 2.104 2.731 3.762  0.100
H 1.589 1.100 0.940  0.083
H 0.483 0.885 2.512  0.062
H 1.359 3.464 0.525  -0.021
H 0.446 3.752 2.438  -0.013
H -0.287 4.460 0.753  -0.019
H -1.923 3.700 -0.469  0.088
H -4.788 0.646 -2.576  0.056
H -5.136 2.527 -2.314  0.049
H -4.690 1.377 -0.818  0.005
H -0.791 0.279 -2.667  0.044
H -1.142 1.367 -4.172  0.047
H -2.409 0.016 -3.599  0.047
H -2.141 -1.945 0.434  0.108
H -2.059 -0.607 -0.889  0.078
H -7.185 -2.298 0.872  0.147
H -5.746 -3.284 0.162  0.144
H -4.375 -2.781 2.502  0.171
H -6.162 -5.169 3.336  0.094
H -4.413 -5.115 2.466  0.093
H -6.013 -5.064 1.395  0.077
H -8.440 -0.772 4.692  0.115
H -8.100 -0.422 2.825  0.093
H -10.522 -2.463 2.226  -0.113
H -5.653 3.559 -0.022  0.025
H -4.127 4.026 -0.605  -0.001
H -5.779 1.488 1.068  0.035
C -10.866 2.092 0.799  -0.107
O -10.272 1.386 -0.287  -0.199
C -10.990 0.195 -0.623  -0.196
C -11.904 0.420 -1.835  -0.194
O -12.943 1.357 -1.540  -0.198
C -12.651 2.663 -2.027  -0.113
H -10.465 3.108 0.808  0.091
H -11.955 2.154 0.706  0.084
H -10.605 1.600 1.740  0.074
H -11.562 -0.170 0.239  0.115
H -10.247 -0.565 -0.880  0.121
H -12.389 -0.528 -2.087  0.120
H -11.326 0.742 -2.711  0.125
H -12.851 2.706 -3.103  0.085
H -11.614 2.953 -1.836  0.084
H -13.308 3.372 -1.519  0.088
C 1.822 -3.282 -3.195  -0.106
O 1.479 -1.956 -3.587  -0.200
C 2.182 -1.532 -4.758  -0.203
C 1.305 -1.665 -6.011  -0.189
O 0.996 -3.033 -6.291  -0.199
C -0.302 -3.400 -5.836  -0.110
H 1.058 -3.643 -2.503  0.092
H 1.864 -3.967 -4.048  0.085
H 2.787 -3.273 -2.683  0.062
H 3.119 -2.091 -4.872  0.116
H 2.434 -0.477 -4.618  0.119
H 1.864 -1.281 -6.870  0.116
H 0.388 -1.070 -5.916  0.123
H -1.055 -3.035 -6.543  0.086
H -0.517 -3.007 -4.838  0.084
H -0.356 -4.490 -5.798  0.087
C 9.063 0.184 -6.872  -0.112
O 8.799 -1.191 -6.610  -0.199
C 8.389 -1.421 -5.259  -0.189
C 6.863 -1.556 -5.156  -0.191
O 6.207 -0.331 -5.494  -0.200
C 5.712 -0.332 -6.829  -0.105
H 9.075 0.329 -7.955  0.088
H 8.298 0.841 -6.446  0.084
H 10.043 0.451 -6.469  0.085
H 8.759 -0.625 -4.600  0.125
H 8.846 -2.362 -4.940  0.122
H 6.603 -1.782 -4.117  0.106
H 6.497 -2.380 -5.780  0.128
H 4.778 -0.902 -6.874  0.077
H 6.432 -0.754 -7.537  0.084
H 5.506 0.701 -7.119  0.091
C 6.843 2.886 5.606  -0.110
O 5.429 2.826 5.768  -0.212
C 5.046 2.257 7.024  -0.192
C 4.682 3.348 8.041  -0.192
O 5.818 4.149 8.377  -0.202
C 5.839 5.384 7.668  -0.113
H 7.065 3.581 4.793  0.091
H 7.349 3.241 6.509  0.081
H 7.221 1.896 5.338  0.083
H 5.839 1.605 7.412  0.124
H 4.162 1.640 6.840  0.119
H 4.347 2.865 8.965  0.120
H 3.859 3.972 7.672  0.128
H 5.142 6.087 8.136  0.086
H 5.578 5.259 6.613  0.085
H 6.849 5.796 7.729  0.086

---

3.
Entry from OMol25: one molecule with the formula C4H6N2 (ωB97M-V with the def2-TZVPD basis set).

Total energy in Eh: -265.420467
F_max in eV/A: 2.86
Charge: 0
SMILES string: CC#C/C=N\N
Relative energy (zero: lowest compared OMol25 entry of this formula, charge and spin) in kJ/mol: 302.2
Gap between HOMO and LUMO in Eh: 0.354

Last column: Löwdin charge in e.
Cartesian coordinates (Å):
C 2.362 0.179 0.065  -0.119
C 1.023 -0.292 -0.028  -0.097
C -0.073 -0.768 -0.001  -0.037
C -1.438 -1.203 0.040  -0.203
N -2.376 -0.343 0.049  -0.065
N -2.149 0.995 0.134  0.030
H 3.014 -0.076 -0.786  0.083
H 2.867 -0.211 0.927  0.070
H 2.470 1.310 0.090  0.102
H -1.619 -2.302 0.041  0.112
H -2.837 1.464 -0.448  0.095
H -1.243 1.246 -0.083  0.029

---

- The lowest gap between HOMO and LUMO belongs to which entry?
  C39H89NO15P3S2

---

- F_max of number 1 (C10H24BFINO6)?
  5.34 eV/A